Density functional theory data (the ωB97M-V functional and the def2-TZVPD basis) for C26H34N3O4P2Ti as an isolated structure at a distorted geometry.

Values from the calculation:
maximum force: 6.11 eV Å⁻¹
LUMO energy (spin up / spin down): -0.4864 / -0.4857 Eh
charge: +3
frontier orbital gap (spin up / spin down): 2.979 / 2.998 eV

Last column: Löwdin charge in e.
Geometry (Å):
Ti: -1.136039 -0.159439 -0.923860  1.14
P: -1.108529 2.101201 -1.345730  0.88
C: -2.575493 2.169711 -2.538193  -0.22
C: -2.699129 0.893558 -3.360910  -0.27
N: -2.146280 -0.228718 -2.827823  -0.05
C: -2.257778 -1.396588 -3.513613  -0.28
C: -2.917871 -1.481935 -4.742591  0.05
C: -3.490164 -0.324168 -5.276662  0.06
C: -3.383428 0.881947 -4.579199  0.05
C: -1.578212 -2.611241 -2.895358  -0.22
P: -1.385592 -2.433844 -1.020929  0.87
H: -3.825478 1.785899 -4.971730  0.14
H: -2.984310 -2.420719 -5.272104  0.14
H: -4.011075 -0.360681 -6.222267  0.15
H: -2.127628 -3.524110 -3.125590  0.12
H: -0.587039 -2.703698 -3.339352  0.11
H: -3.463485 2.277155 -1.965996  0.10
H: -2.490625 3.046075 -3.180153  0.12
H: -5.277647 -0.050557 1.578612  0.07
O: -5.995100 0.658953 1.330490  -0.13
H: -6.840054 0.157566 1.159857  0.06
H: -2.932158 -3.065320 2.888092  0.03
O: -3.786640 -3.024933 3.428849  -0.11
H: -3.622944 -3.594680 4.238309  0.08
C: -2.960639 -3.278895 -0.427959  -0.16
H: -3.047661 -4.276638 -0.857973  0.08
H: -2.952427 -3.368464 0.658356  0.04
H: -3.832338 -2.695266 -0.726131  0.06
C: -0.085899 -3.746329 -0.657231  -0.18
H: 0.046764 -3.851566 0.419958  0.06
H: -0.388772 -4.709700 -1.067383  0.08
H: 0.868670 -3.463779 -1.101402  0.06
C: 0.274415 2.805660 -2.408857  -0.16
H: -0.016905 3.769220 -2.826606  0.08
H: 1.174111 2.942724 -1.808629  0.05
H: 0.499237 2.122463 -3.228025  0.06
C: -1.522051 3.524488 -0.186707  -0.16
H: -0.702965 3.689897 0.513018  0.05
H: -1.692092 4.440404 -0.752680  0.08
H: -2.426550 3.293928 0.377375  0.07
O: -1.113435 -0.760545 2.459241  0.09
C: -0.064586 -0.357903 1.984238  -0.58
N: 1.064600 -0.159326 2.708639  0.25
C: 2.113704 0.334800 1.824994  -0.27
C: 1.369323 0.323279 0.522515  -0.44
O: 1.838299 0.614704 -0.567433  0.13
N: 0.100772 -0.075069 0.685758  0.03
C: 2.534093 1.749645 2.265129  -0.14
C: 2.356803 2.894486 1.451433  -0.03
C: 2.767552 4.155502 1.891310  -0.05
C: 3.357506 4.302647 3.145432  -0.04
C: 3.533404 3.188853 3.966447  -0.03
C: 3.122576 1.923710 3.534038  -0.03
C: 3.286808 -0.652285 1.708323  -0.12
C: 4.639712 -0.244869 1.804503  0.01
C: 5.678318 -1.166354 1.644458  -0.02
C: 5.394050 -2.506292 1.384530  -0.03
C: 4.068876 -2.929107 1.281695  -0.05
C: 3.024336 -2.013247 1.438758  -0.03
H: 1.156699 -0.326460 3.721705  0.21
H: 1.906928 2.837280 0.473956  0.07
H: 2.628065 5.020596 1.254944  0.11
H: 3.677310 5.281266 3.480232  0.12
H: 3.991995 3.304953 4.940430  0.12
H: 3.274539 1.072872 4.186257  0.13
H: 4.914113 0.784512 1.981902  0.12
H: 6.707578 -0.837238 1.713667  0.12
H: 6.201837 -3.215285 1.255961  0.12
H: 3.849729 -3.968118 1.072857  0.11
H: 2.006300 -2.366586 1.342806  0.09

Atoms 1-3, force components in eV/Å:
2.449 0.650 3.381
-0.924 5.361 -2.149
1.110 -0.846 -0.500